Entry 1:
79
Properties=species:S:1:pos:R:3:lowdin_charge:R:1 method="wB97M-V/def2-TZVPD" e_above_lowest_kj_mol=0.0 multiplicity=1
H -4.9229 0.5575 1.3992 0.10
O 3.9906 -0.8087 -3.9308 0.06
H -3.6503 2.4925 2.2744 0.10
C -1.3863 -3.1439 -0.8550 -0.23
H -3.4128 -4.1658 5.0454 0.10
H -2.6352 -2.4481 3.4680 0.09
C -2.8181 3.3886 -1.5014 -0.03
O -0.7919 -0.2384 -3.0245 -0.04
H 4.1877 1.8046 1.8854 0.11
C -1.1079 0.2865 1.8826 -0.09
C 3.7296 -2.0663 2.0190 -0.10
H -2.1741 -3.8850 -0.7055 0.07
H -3.1136 4.9821 -0.1049 0.12
H 4.7752 -1.9643 2.2838 0.10
Br 0.1467 4.2011 -3.9908 0.81
C -1.8446 -2.0896 -1.8593 -0.15
H -0.5992 -5.4649 1.2034 0.10
O 2.5380 -0.1373 -2.3450 -0.08
C 3.3480 -2.1114 0.6845 -0.09
C -0.8591 -0.9559 -1.9867 -0.62
H 4.0865 -2.0369 -0.1048 0.11
H 2.8420 3.6623 2.8547 0.12
H -2.0129 -2.5112 -2.8512 0.12
C 1.2901 3.4905 1.3654 -0.14
H -2.7932 -1.6399 -1.5479 0.11
N 1.7000 1.8925 -3.9194 0.07
C -2.3555 -3.4835 3.3063 -0.11
C -1.9218 2.4081 -1.9473 -0.13
H -0.0317 0.2220 2.0121 0.10
N -0.7269 2.2444 -1.4182 0.08
C 2.7764 2.2419 -6.4592 -0.04
Ge -0.8850 -2.4789 0.9399 1.02
H -0.5239 -3.6828 -1.2572 0.08
C -3.1877 -0.6972 1.2321 -0.11
C 3.1122 -0.0894 -3.4880 -0.58
H -3.7643 -1.5452 0.8745 0.11
C 0.4368 4.5349 1.8579 -0.02
C 2.0070 -2.2396 0.3469 -0.10
C 2.6306 1.0491 -4.4019 -0.15
C -3.8507 0.4865 1.5356 -0.09
C 1.3578 2.9138 -4.6871 -0.70
Mg 0.8118 0.7865 -2.0388 0.63
H 1.5136 3.9953 -6.5274 0.10
H -1.2036 2.3051 2.6013 0.09
C -1.2239 -5.1661 2.0397 -0.11
C -1.1909 4.0349 0.1342 -0.15
H 0.7597 5.0996 2.7237 0.12
C -2.4459 4.2116 -0.4717 0.00
N 1.6608 1.7894 -0.3035 0.11
C 1.4281 -2.3047 2.6704 -0.11
O -0.0952 -0.7264 -1.0042 -0.10
C -1.8090 -0.8136 1.3934 -0.26
H -1.3897 5.5842 1.6418 0.12
C -1.6629 -6.1384 2.9265 -0.09
C -3.1378 1.5709 2.0267 -0.09
H 1.7344 -2.2363 -0.6990 0.09
C -0.7447 4.8010 1.2631 -0.02
C 2.7661 -2.1627 3.0140 -0.10
C 3.2556 2.1163 1.4364 -0.02
C -1.5628 -3.8225 2.2113 -0.27
H 3.0564 -2.1385 4.0573 0.10
H -2.1702 1.7404 -2.7631 0.12
C -2.4535 -5.7813 4.0110 -0.10
C 0.9037 2.7649 0.2348 -0.14
C -0.3698 3.0273 -0.3816 -0.16
C 2.7977 1.4691 0.2795 -0.07
H 0.6875 -2.4002 3.4586 0.10
H 3.9230 0.4642 -5.9707 0.12
H -1.3865 -7.1743 2.7741 0.10
C -2.7984 -4.4518 4.2004 -0.09
H -3.7844 3.4822 -1.9763 0.11
C 3.1842 1.1889 -5.6624 0.01
C 1.8488 3.1403 -5.9605 -0.11
H 3.1819 2.3768 -7.4534 0.11
C -1.7641 1.4652 2.2064 -0.09
H 3.3559 0.6665 -0.1871 0.11
C 1.0264 -2.3352 1.3352 -0.26
C 2.5096 3.1336 1.9694 0.01
H -2.7972 -6.5374 4.7056 0.10

Entry 2:
81
Properties=species:S:1:pos:R:3:lowdin_charge:R:1 method="wB97M-V/def2-TZVPD" e_above_lowest_kj_mol=201.0 total_charge=+2 multiplicity=1
N -0.9471 2.0696 0.0517 -0.04
H -1.0811 1.0299 -7.3920 0.12
H 0.3792 -2.3278 -1.9423 0.13
C -0.5463 1.3274 -2.7336 -0.21
H 1.9566 -4.8777 -1.6209 0.08
C 0.2085 -4.0730 -0.7728 -0.29
C 4.9802 -1.7743 1.4545 0.04
C -1.2173 1.0613 5.2767 0.04
H -1.8650 7.4441 -1.2645 0.12
C -0.5050 0.7564 4.1343 -0.09
C -1.5216 4.1565 -0.6723 -0.09
H -1.8183 7.4994 1.1810 0.12
C -0.9627 0.2931 6.4124 -0.02
H -1.9478 1.8548 5.2825 0.13
N -1.1749 2.3793 -2.3165 0.25
H -2.6590 -1.1600 -0.1542 0.06
C 0.7461 -0.9957 5.2661 0.03
H -1.5247 0.4852 7.3140 0.12
O -2.5246 -0.2131 -0.2787 -0.17
H -2.3567 -1.9104 1.9086 0.07
H -0.5258 -5.1298 1.0073 0.12
C -0.8039 -2.9365 0.8576 -0.33
N 2.0555 -0.9632 2.3813 0.26
C -3.7818 0.3404 -0.6565 -0.30
C -0.3812 0.9239 -4.1173 -0.09
H 0.7277 -0.6209 -7.4380 0.12
C 0.6554 -0.0326 -4.1377 -0.09
H 0.1610 -1.2899 7.3017 0.12
H 7.0401 -2.3041 1.2593 0.12
H 0.6921 -6.0660 -1.2840 0.09
C -4.8223 0.2031 0.4475 -0.07
H -1.6014 5.4295 2.5102 0.13
C 2.5282 -1.0044 1.1395 -0.19
N 2.1515 -0.8322 -2.3541 0.22
N 0.1335 -2.7592 -1.0645 0.04
H 5.0040 -1.6937 -2.4693 0.13
C -1.0137 1.3303 -5.2765 0.04
C -1.6952 5.3211 -1.4144 0.04
Pt 0.1857 0.4604 0.0248 1.31
C 1.0875 -0.2014 -2.7603 -0.24
C 0.8821 -5.0585 -1.6399 -0.01
C 1.0713 -0.5994 -5.3289 0.03
H 7.0638 -2.2496 -1.1865 0.12
C -0.6000 0.7414 -6.4701 -0.02
C 0.9973 -0.3253 2.7733 -0.24
H 1.8670 -1.3258 -5.3506 0.13
C -1.7548 6.5450 0.6796 -0.02
C 3.8488 -1.4167 -0.6793 -0.09
C -1.6307 5.3876 1.4338 0.04
C 0.4208 -0.1970 -6.4944 -0.03
H -5.7816 0.5688 0.0943 0.08
H -4.1279 -0.1471 -1.5763 0.12
H 4.9818 -1.7726 2.5319 0.13
H -1.7946 2.0721 -5.2482 0.13
H -4.5320 0.7831 1.3201 0.07
C -1.7860 6.5158 -0.7194 -0.02
H -1.7227 5.2827 -2.4914 0.13
N 0.2600 0.5285 1.9914 -0.03
C 2.5658 -0.9418 -1.0934 -0.21
C -1.4925 4.1793 0.7527 -0.08
N -1.1481 2.3791 2.4059 0.25
H -4.9359 -0.8384 0.7463 0.08
C 0.4752 -0.2602 4.1275 -0.11
C 6.1436 -2.0353 -0.6644 -0.02
C 3.8317 -1.4475 0.7414 -0.08
C 5.0037 -1.7250 -1.3916 0.04
C 6.1305 -2.0611 0.7303 -0.02
H 1.4976 -1.7685 5.2619 0.13
N 0.2567 0.5358 -1.9532 -0.02
N -0.4846 -2.0580 -0.0965 -0.01
H -3.6009 1.3936 -0.8809 0.10
C -0.0062 -0.7129 6.4047 -0.02
N 1.8154 -0.6764 0.0217 -0.04
C -0.3905 -4.2184 0.4655 0.03
C -1.2097 2.8210 -1.0665 -0.21
C -1.5369 -2.5997 2.1032 0.00
C -1.1802 2.8443 1.1652 -0.19
H 0.5500 -4.9888 -2.6729 0.09
C -0.5586 1.2887 2.7855 -0.21
H -0.8751 -2.1320 2.8310 0.06
H -1.9324 -3.5122 2.5447 0.09

Entry 3:
78
Properties=species:S:1:pos:R:3:lowdin_charge:R:1 method="wB97M-V/def2-TZVPD" e_above_lowest_kj_mol=56.5 multiplicity=1
C -0.1791 -2.2624 1.4442 -0.16
C -2.9079 -2.6987 -1.0665 -0.01
H -0.8407 -1.0702 -1.7242 0.16
C -1.0467 4.2563 4.6743 -0.03
H -1.0590 2.1742 -1.2712 0.03
O 0.0645 -2.9156 -1.4223 -0.01
S -2.1406 3.1407 1.0084 0.76
H -2.9238 5.8996 1.6863 0.13
C -2.3400 -2.4323 0.1734 -0.14
C -4.1428 -3.3263 -1.1533 -0.07
H 0.3224 -0.4317 2.4507 0.03
C -3.0417 -2.7827 1.3239 -0.02
H -2.3868 -2.4393 -1.9768 0.11
H 1.9983 -3.0494 -4.1566 0.09
N -3.0826 8.5689 3.8515 0.19
Pd -0.8129 1.3785 1.1053 0.73
C 2.2009 -3.9660 -1.5059 0.03
C -0.2317 -1.6020 -0.9858 -0.18
H 6.2326 2.5554 -1.2788 0.10
C 1.3011 -2.9157 -2.1267 -0.56
C 0.1258 0.9766 -4.7208 -0.07
C -2.6986 7.4886 3.7869 -0.17
C 1.2124 0.5639 -1.1045 -0.37
N -1.1440 6.8587 6.9664 0.19
C 1.0587 -3.1209 -3.6083 0.02
S -0.6656 1.9238 3.2503 0.76
H 4.3236 3.8720 -2.1473 0.10
C 1.1547 -0.9607 -0.9014 -0.18
H 5.8380 0.2996 -0.3452 0.10
H -0.4522 -4.2533 0.6983 0.13
H 0.4789 0.6627 -5.6949 0.11
H 1.7295 -4.9470 -1.5689 0.10
O 0.8261 1.1928 0.1119 -0.22
C 4.1620 2.8817 -1.7420 -0.07
C -1.3259 6.2799 5.9915 -0.17
H 2.0470 -3.9324 4.1560 0.10
C 1.2307 -2.0974 3.4023 -0.07
O 1.8564 -1.6181 -1.9407 -0.01
C 3.7284 0.3516 -0.6973 -0.01
O -1.5353 -0.3640 0.6003 -0.21
C -1.9150 4.1422 2.4233 -0.65
H -4.5675 -3.5392 -2.1259 0.10
C 1.4293 -3.4671 3.3991 -0.09
C 5.0099 0.8807 -0.7299 -0.07
H -4.8074 -3.6718 2.1426 0.10
H 0.3761 -2.3548 -3.9755 0.09
C 0.8415 0.6211 -3.5904 -0.02
C -1.5335 5.5514 4.7756 -0.17
H 1.6100 -1.1815 0.0693 0.15
C -1.2336 3.5606 3.4877 -0.65
C -1.4461 2.1589 -3.3605 -0.07
C -2.4066 5.4367 2.5156 -0.03
C 0.4081 1.0091 -2.3205 -0.17
H 2.3701 -3.7279 -0.4556 0.09
C 0.0251 -3.6436 1.4529 -0.03
C -2.2113 6.1448 3.6929 -0.17
H 2.0536 2.9301 -2.0978 0.12
H 1.6965 -1.4789 4.1588 0.11
H -1.5862 2.0193 -5.4966 0.10
H 3.1576 -3.9988 -2.0267 0.09
C 5.2313 2.1453 -1.2525 -0.09
C -4.2759 -3.4038 1.2386 -0.07
C -0.7266 1.7982 -2.2276 -0.04
C 0.8214 -4.2385 2.4170 -0.07
H 3.5816 -0.6382 -0.2896 0.11
H 0.9628 -5.3117 2.4042 0.11
C 2.6541 1.0769 -1.2012 -0.13
H -5.7922 -4.1713 -0.0741 0.10
C -4.8297 -3.6814 -0.0035 -0.09
H 0.6219 -4.1036 -3.7833 0.09
H 1.7504 0.0459 -3.6881 0.12
C 2.8836 2.3503 -1.7145 -0.01
C 0.4336 -1.5057 2.4302 -0.04
H -2.3305 2.7743 -3.2560 0.11
H -0.5213 3.8123 5.5087 0.13
C -1.0253 -1.6556 0.3278 -0.38
C -1.0295 1.7405 -4.6116 -0.08
H -2.6143 -2.5646 2.2946 0.13

Entry 4:
78
Properties=species:S:1:pos:R:3:lowdin_spin:R:1 method="wB97M-V/def2-TZVPD" e_above_lowest_kj_mol=185.6 total_charge=+2 multiplicity=2
C 2.9756 2.9595 1.1901 0.00
C -2.9808 -0.1865 -0.5368 0.01
H 1.5203 -4.1098 4.8804 0.00
P 0.6461 -1.9727 -0.2921 0.02
C -0.1796 5.2122 -4.2172 -0.01
H -0.1946 5.1599 0.3541 0.00
C 0.1822 -4.3810 -1.5562 0.00
C -5.2708 -3.0878 0.2145 0.00
H -0.2038 -6.2321 -2.5542 0.00
H -0.7038 1.2010 2.0333 0.01
H 5.7030 2.1407 -1.4261 0.00
C -1.4027 -3.2140 -3.5340 0.00
C 3.5985 2.2357 -1.0232 0.00
C 0.2038 -2.1950 2.4368 0.01
O 3.6092 -0.2409 1.1563 0.00
H 3.3393 1.8756 -2.0140 0.00
C 1.1053 4.7561 -3.9726 0.00
H -1.0319 -1.3518 -2.5527 0.00
C -0.3805 -5.1649 -2.5492 0.00
H -1.5843 6.0196 2.1890 0.00
C 0.8177 -2.7712 1.3222 0.01
H 3.0752 -2.1902 -0.5468 0.00
C -1.1695 -4.5827 -3.5331 0.00
H 1.9249 5.0732 -4.6037 0.00
C 1.7021 -3.8324 1.5120 0.00
C -1.9738 4.0971 3.0462 0.00
H 4.6011 3.4365 2.5025 0.00
C -0.9790 3.9755 -2.3160 0.00
W -0.4026 0.1485 0.3567 1.01
C -2.7466 -3.1658 1.4770 0.00
H 2.2261 3.1835 1.9397 0.00
S -2.0048 1.1176 -1.1522 0.00
H -2.1837 2.0483 3.6838 0.00
C -3.0808 -2.0936 0.6572 0.00
C -1.7462 2.7305 2.9684 0.00
H -3.4174 -5.0181 2.2821 0.00
S -4.5203 -0.6720 -0.9714 0.00
C 2.3460 -1.3823 -0.5593 0.01
H -2.5937 4.4929 3.8398 0.00
N -2.3271 -0.9337 0.3183 0.02
C -4.9235 -4.1459 1.0274 0.00
C -0.8476 -2.4197 -2.5422 0.00
C -4.3333 -2.0758 0.0369 0.00
H 0.7842 -4.8490 -0.7908 0.00
C 2.6052 2.5427 -0.0882 -0.01
C -0.0480 -3.0029 -1.5553 0.00
C 1.3160 -3.7357 3.8856 0.00
H -0.3692 5.8768 -5.0500 0.00
H 2.3676 3.5842 -2.7261 0.00
C -0.9262 2.2863 1.9439 0.02
H -6.2375 -3.0451 -0.2697 0.00
H 2.6248 -5.1417 2.9336 0.00
C -0.6047 4.4699 1.0819 0.00
C 0.3102 3.4815 -2.0704 -0.01
C -1.2198 4.8321 -3.3795 0.00
C -1.4022 4.9554 2.1137 0.00
H -1.8021 3.7504 -1.6549 0.00
H 2.2335 -4.2758 0.6789 0.00
H -0.0417 -2.2114 4.5671 0.00
H 2.4420 -0.8292 -1.4963 0.00
C 1.9382 -4.3181 2.7917 0.00
O 1.3700 0.1345 1.0479 -0.02
H -1.6064 -5.2030 -4.3048 0.00
C 5.2981 2.8102 0.5732 0.00
C -3.6714 -4.1798 1.6469 0.00
H -5.6252 -4.9535 1.1832 0.00
H -2.2181 5.2158 -3.5455 0.00
C 2.5929 -0.4521 0.6121 0.00
H -2.0144 -2.7677 -4.3065 0.00
C 0.4418 -2.6663 3.7134 0.00
C -0.3318 3.1067 0.9822 0.01
H -0.5127 -1.3765 2.3102 0.00
Ge 0.7567 2.4521 -0.5205 -0.06
C 4.9400 2.3738 -0.6946 0.00
C 1.3505 3.9003 -2.9071 -0.01
C 4.3189 3.1010 1.5131 0.00
H -1.7959 -3.2255 1.9775 0.00
H 6.3433 2.9158 0.8322 0.00

Entry 5:
88
Properties=species:S:1:pos:R:3:lowdin_spin:R:1 method="wB97M-V/def2-TZVPD" e_above_lowest_kj_mol=0.0 multiplicity=3
H -3.1253 3.6692 -5.1859 0.00
C 2.5889 -0.8749 -0.0091 0.00
C -1.3715 2.5412 -4.6248 0.00
C 3.2516 -1.4575 2.2988 0.01
H -1.6927 -2.5201 4.5707 0.00
C 2.7522 4.2574 0.6230 0.00
C -0.3261 2.5645 3.0707 0.00
N -0.2013 1.9973 0.2027 -0.01
H -4.2581 -2.0561 1.3703 0.00
I 3.1039 0.5968 -4.9686 0.00
O -0.0919 -1.6185 -1.2869 0.12
H 1.4527 2.3600 -1.8416 0.00
C -4.3810 0.0944 1.3816 0.01
H 2.6719 -5.3074 1.8791 0.00
C 0.9694 -4.0414 1.6728 0.00
H 3.4334 5.1611 2.4437 0.00
C 2.1397 -4.4579 3.7678 0.00
C 0.7095 2.2627 -5.8343 0.00
H 1.3311 -3.4692 5.4962 0.00
N 1.4116 -0.3020 0.4399 0.00
N -1.5224 1.4022 -2.4732 0.00
H 3.9398 -1.9197 2.9922 0.00
H -3.3022 1.5644 -1.4670 0.00
C 0.9020 -4.3280 0.1974 0.00
N -0.8568 -2.3346 1.7432 0.00
H -1.6640 -3.6738 -2.7584 0.00
C 1.2423 -3.6284 4.4269 0.00
C -0.0942 -2.3565 -2.3981 0.01
C -2.6788 3.0294 -4.4373 0.01
C 1.9582 3.2476 -1.4847 0.01
H -0.7439 1.6147 2.7379 0.00
N 4.5930 -2.0262 0.3434 0.00
C -1.5098 2.3539 0.4650 0.00
C 1.8188 3.4341 0.0003 0.00
C -0.5390 2.8035 -5.7453 0.00
Se 4.4313 -1.7563 -1.3999 0.00
O 0.8902 -2.8633 -2.8675 0.00
C 0.7356 3.1179 2.1540 0.00
H 2.9360 -4.9545 4.3080 0.00
C -2.4011 1.1533 0.6361 0.01
O 0.7961 0.3276 -2.7326 0.04
H -4.0543 2.2536 1.3754 0.00
C -2.4517 -1.1641 0.6841 0.01
H -0.8636 -1.1357 3.9091 0.00
C 1.2136 -0.2998 1.7306 0.01
H -0.3275 -1.8355 5.4606 0.00
N -2.5167 -1.7431 -2.4570 0.01
C -3.6658 1.2697 1.1540 0.00
C -0.7055 -2.0633 4.4627 0.00
C 0.0853 -3.1697 2.3341 0.00
C 1.2067 1.4130 -4.8201 0.00
H 3.5347 4.6984 0.0167 0.00
C -1.4769 -2.6192 -2.9804 0.00
H 0.2722 0.1060 2.0644 0.00
C 1.6942 3.9396 2.7316 0.00
H -2.9404 -2.1951 -1.6528 0.00
C -0.8471 1.7168 -3.6180 0.01
C -1.7074 -2.4965 0.7685 0.00
C -3.3661 2.6706 -3.3115 0.00
C 2.1123 -0.8444 2.6930 0.00
C 0.7927 2.8633 0.7666 0.01
H -1.1633 3.2600 3.1540 0.00
C 0.4347 1.1307 -3.7246 0.01
H -5.3885 0.1354 1.7754 0.00
H 1.6442 4.1247 3.7981 0.00
H 1.6187 -3.7222 -0.3651 0.00
H 0.0896 2.4101 4.0660 0.00
C 0.2367 -2.9788 3.7313 0.00
H 3.0078 3.1241 -1.7543 0.00
C 2.6992 4.5171 1.9777 0.00
Cl -1.1246 3.8274 -7.0158 0.00
C -2.7539 1.8531 -2.3503 0.01
H -3.2295 -1.5892 -3.1575 0.00
C -3.7684 -1.1167 1.1532 0.00
O -2.1353 -3.4474 0.0893 0.00
C 3.5255 -1.4908 0.8999 0.00
H 1.5708 4.1077 -2.0356 0.00
O -1.9370 3.4770 0.6268 0.00
H -0.0859 -4.1403 -0.2060 0.00
H 1.1516 -5.3752 0.0176 0.00
H -4.3757 3.0130 -3.1369 0.00
H 1.3264 2.4800 -6.6950 0.00
N -1.8220 -0.0307 0.3500 0.00
H -1.3986 -2.5271 -4.0640 0.00
N 2.9095 -0.8801 -1.2759 0.00
H 1.8240 -0.7935 3.7325 0.00
C 1.9880 -4.6504 2.4070 0.00
Mo -0.1319 0.3109 -1.0158 1.71

Entry 6:
80
Properties=species:S:1:pos:R:3:lowdin_spin:R:1 method="wB97M-V/def2-TZVPD" total_charge=+3 multiplicity=2
H 0.1078 -5.0137 -1.8780 0.00
H 1.7095 -1.8200 -1.9626 0.00
H 6.3953 -2.0416 -1.1767 0.00
H 5.0836 -4.8575 -4.1756 0.00
C -2.4616 -2.1065 1.3125 0.00
H -0.0429 5.0461 4.6332 0.00
C -0.1894 -3.0204 -1.1866 0.00
H 1.5459 0.9271 -2.4062 0.00
C -0.8697 1.9223 1.8417 0.00
C 4.0369 1.4806 1.3840 0.00
H -4.5581 -1.8908 1.0660 0.00
S 3.6052 -3.2685 -3.0783 0.00
N -2.5195 0.1763 -0.7742 -0.02
C 2.0676 0.4603 0.3657 0.00
H -1.9309 1.7092 1.8087 0.00
C 4.3719 -2.2492 -1.9181 0.00
C 6.0997 -3.5882 -2.7102 0.00
C -0.3935 2.9145 2.7182 0.00
C 2.2210 -1.2098 -1.2301 0.00
N -0.8656 -1.8572 -1.2846 -0.01
H -2.7430 2.1428 -0.0261 0.00
H -1.7200 -4.8283 -3.5816 0.00
C -0.2048 -2.7844 2.7549 0.00
C 3.6212 -1.2742 -1.1380 0.00
N -1.3979 -1.2829 1.3072 0.01
H 3.7024 3.0495 2.7655 0.00
H 1.7026 3.0144 -3.6743 0.00
C 0.8093 2.7994 -3.1052 0.00
C -1.4127 2.1203 -1.6992 0.00
C -1.4875 -3.9994 -2.9254 0.00
H -3.0587 -2.7271 -3.6682 0.00
N -0.3659 1.2794 -1.6791 -0.01
C -1.0451 4.7517 4.3518 0.00
C 0.9779 3.0579 2.7882 0.00
C -3.3459 4.8441 4.3744 0.00
H -2.2654 3.9688 -2.3450 0.00
C 4.2191 -0.3847 -0.2628 0.01
C -3.6502 -1.7026 0.4914 0.00
H 0.5151 -0.9286 2.0445 0.00
C -2.6630 -0.5021 -2.1038 0.00
S -3.0310 3.5605 3.3045 0.00
C -0.3067 -1.6335 2.0085 0.01
C 1.2472 1.3377 1.1409 0.00
C -1.8970 -1.7869 -2.1383 0.00
H 0.5897 -3.0672 -0.4365 0.00
H 1.4140 3.7780 3.4697 0.00
C -2.6307 1.6393 -0.9856 0.00
H -0.2166 4.6228 -3.6147 0.00
C 0.7216 1.6217 -2.3942 0.00
H -2.1883 6.2097 5.5622 0.00
H -3.5559 0.3574 1.0409 0.00
H -3.7172 -0.6792 -2.3248 0.00
Fe -0.5277 -0.2650 -0.1731 1.02
C -2.2015 5.3864 4.8640 0.00
C -0.4658 -4.1037 -1.9879 0.00
H 5.2978 -0.3665 -0.1618 0.00
H -3.7202 -2.3394 -0.3952 0.00
H -4.5729 0.0309 -0.3593 0.00
H -2.2823 0.1586 -2.8823 0.00
C -2.2270 -2.8304 -2.9827 0.00
C -1.3931 3.3280 -2.3676 0.00
N -0.1013 1.2007 1.0451 -0.01
H 7.1071 -3.9674 -2.7922 0.00
H 0.6984 -3.0121 3.3032 0.00
H -1.3158 -4.5073 3.4095 0.00
H -4.3620 5.1340 4.5935 0.00
C 3.4531 0.5141 0.4883 0.00
C 5.0602 -4.0706 -3.4377 0.00
C 1.8245 2.2552 2.0123 0.00
C -2.4502 -3.2639 2.0739 0.00
N 1.4617 -0.4104 -0.4911 0.00
C -1.3197 -3.6117 2.8013 0.00
C -0.2577 3.6846 -3.0766 0.00
C 3.2612 2.3195 2.0988 0.00
C -3.6310 -0.2340 0.1276 0.00
H 5.1153 1.5176 1.4699 0.00
C 5.7047 -2.5446 -1.8406 0.00
C -1.3236 3.7349 3.4826 0.00
H -3.3329 -3.8897 2.0943 0.00
H -3.5289 1.8652 -1.5668 0.00

The evaluated energy for the records listed, in turn: -6820.709789; -2245.862262; -2838.787557; -4991.179925; -5547.245497; -3893.208321 hartree.